[1]
ORCA calculation (ωB97M-V/def2-TZVPD) on a 5-piece molecular cluster, C30H31BrN5O9 overall at a distorted geometry.

```
! wB97M-V def2-TZVPD RIJCOSX def2/J DEFGRID3
* xyz 1 1
Br 8.54436 -6.20803 -5.34480
O -0.50397 0.41869 1.31966
O -5.26557 5.71308 6.61806
O 11.77206 -4.57100 -1.95808
O -1.79197 2.06101 1.82309
O -6.05538 3.07955 -1.03442
O 6.06917 -3.85432 1.07192
O 4.85560 -5.50249 0.42088
O -5.03894 7.68597 5.78844
O -7.57141 1.77309 -1.82062
N -7.20198 2.83850 -1.36518
N -1.57924 0.99412 1.28617
N 4.99432 -4.34230 0.77596
N -4.78732 6.49864 5.82535
N 8.43999 -4.04850 -3.39669
C 7.15503 -5.03730 -1.74736
C 7.07531 -3.88488 -2.74251
C 3.80514 -3.48744 0.82471
C -3.55513 4.61711 4.82539
C -2.67542 4.12136 3.87558
C -4.75945 -0.76919 -0.83886
C -2.08897 4.98093 2.95596
C -2.48719 -0.85757 -0.05906
C -3.25771 6.84473 3.92953
C 10.08449 -5.92788 -2.93692
C -3.89783 1.03246 0.49362
C -10.06410 5.90085 -0.93158
C -3.83496 5.97123 4.83172
C 8.73425 -5.51099 -3.54072
C -2.37669 6.33962 2.98616
C 11.14580 -4.84507 -2.94234
C 3.95150 -2.15780 1.18408
C 7.58889 -6.14880 -2.71523
C -3.53637 -1.42642 -0.76017
C 2.57417 -4.03424 0.50395
C -7.79668 5.13272 -0.71678
C -2.68661 0.36788 0.55370
C -8.74057 6.13746 -0.58294
C 1.45756 -3.21562 0.53858
C -10.45101 4.65619 -1.41160
C -9.51577 3.64420 -1.55170
C -4.94050 0.45553 -0.21139
C 2.82665 -1.35112 1.21118
C -8.20231 3.90317 -1.20377
C 1.58052 -1.87528 0.88750
H -9.80543 2.67373 -1.92572
H 6.27145 -4.06730 -3.45536
H 10.49610 -6.78132 -3.48089
H -4.01760 3.95937 5.54610
H 2.48651 -5.07636 0.23504
H 4.92204 -1.75883 1.43922
H -3.49090 7.89853 3.96041
H -10.79699 6.69001 -0.82932
H 7.05246 -2.87663 -2.33340
H 6.23268 -5.22512 -1.20170
H -6.76539 5.30575 -0.44817
H -11.48236 4.47383 -1.67959
H -8.44234 7.10657 -0.20791
H 9.94949 -6.25606 -1.90310
H 2.91826 -0.30967 1.48690
H -1.53335 -1.35906 0.00509
H 0.71035 -1.23045 0.91269
H 11.31164 -4.30123 -3.89388
H -5.89125 0.94743 -0.27091
H -2.44929 3.06661 3.85185
H 8.60671 -3.46152 -4.21881
H -4.02989 1.98591 0.98350
H -1.40728 4.58718 2.21450
H 7.96785 -4.82855 -1.04095
H -5.57588 -1.21089 -1.39475
H 7.80279 -7.13695 -2.31646
H 0.48754 -3.62580 0.29248
H -1.91654 7.00821 2.27136
H 9.07292 -3.64441 -2.69579
H -3.40014 -2.38166 -1.24870
H 6.72411 -6.28312 -3.37223
*
```

Output
HOMO	-10.965	eV
Kohn-Sham gap	7.852	eV
LUMO level	-0.11441	Ha

Want to see where the charge sits? The Mulliken charges in e are:
1. Br 0.0105
2. O -0.7041
3. O -0.6047
4. O -0.4273
5. O -0.5424
6. O -0.5965
7. O -0.5851
8. O -0.6560
9. O -0.6094
10. O -0.6051
11. N 1.0286
12. N 0.9377
13. N 1.0165
14. N 1.0220
15. N -0.0918
16. C -0.1165
17. C -0.7106
18. C 0.0821
19. C -0.4636
20. C -0.2626
21. C -0.6086
22. C -0.4500
23. C -0.1839
24. C -0.3796
25. C -0.6574
26. C -0.4219
27. C -0.4345
28. C 0.0993
29. C 0.1749
30. C -0.4756
31. C -0.1892
32. C -0.2993
33. C -1.1964
34. C -0.4918
35. C -0.3562
36. C -0.3461
37. C 0.1638
38. C -0.4672
39. C -0.5003
40. C -0.4501
41. C -0.3314
42. C -0.3133
43. C -0.8020
44. C 0.1812
45. C -0.0449
46. H 0.4384
47. H 0.3366
48. H 0.5388
49. H 0.4489
50. H 0.4785
51. H 0.4762
52. H 0.4620
53. H 0.3822
54. H 0.3982
55. H 0.1125
56. H 0.4595
57. H 0.3724
58. H 0.3732
59. H 0.2951
60. H 0.4121
61. H 0.3475
62. H 0.4787
63. H 0.4140
64. H 0.3431
65. H 0.4333
66. H 0.3727
67. H 0.5414
68. H 0.3932
69. H 0.3550
70. H 0.4185
71. H 0.4724
72. H 0.4057
73. H 0.3943
74. H 0.4667
75. H 0.3943
76. H 0.4433

[2]
ORCA calculation (ωB97M-V/def2-TZVPD) on C6H11NO in the gas phase at a distorted geometry.

```
! wB97M-V def2-TZVPD RIJCOSX def2/J DEFGRID3
* xyz 0 1
O -1.88507 -0.73354 -1.16698
N -2.03684 0.59594 0.79178
C -1.29236 -0.16550 -0.19913
C 1.00602 -1.47648 -0.95381
C -0.14963 2.15670 -0.93863
C 1.27469 -0.25069 1.24788
C 0.28554 -0.84428 0.24038
C -0.40612 0.93116 -0.59891
H 0.28356 -1.88571 -1.65653
H 0.77244 0.18582 2.11218
H -1.71381 0.70184 1.74179
H -0.17555 -1.68949 0.76923
H 1.62611 -0.74006 -1.47038
H 1.91896 0.49657 0.78180
H 1.67371 -2.27095 -0.61834
H 1.94561 -1.03231 1.60658
H -0.62461 3.01339 -0.48172
H -3.01920 0.65964 0.56427
H 0.51658 2.34793 -1.77145
*
```

Output
HOMO (spin up / spin down)	-7.566 / -7.425	eV
energy above the lowest of the compared OMol25 structures with the same formula, charge and spin	684.5	kJ/mol
Kohn-Sham gap (spin up / spin down)	6.517 / 6.264	eV
LUMO level (spin up / spin down)	-0.03858 / -0.04269	Ha

Want to see where the charge sits? The Mulliken charges in e are:
1. O -0.7626
2. N -0.4333
3. C 0.9716
4. C -1.4789
5. C -0.7828
6. C -1.4105
7. C 0.2637
8. C 0.0538
9. H 0.3665
10. H 0.3401
11. H 0.2026
12. H 0.3388
13. H 0.3422
14. H 0.3300
15. H 0.4109
16. H 0.4202
17. H 0.2929
18. H 0.2602
19. H 0.2744

[3]
ORCA calculation (ωB97M-V/def2-TZVPD) on a 2-piece molecular cluster, C2H8BNO2 overall at a distorted geometry.

```
! wB97M-V def2-TZVPD RIJCOSX def2/J DEFGRID3
* xyz 0 3
O -2.97222 -0.95840 -0.28234
O -1.88993 1.74885 -0.47977
N -0.02966 0.24345 0.16791
C 0.46258 -1.15145 0.22959
C 1.08718 1.23097 0.28074
B -1.33980 0.60425 -0.05603
H 0.89970 1.95100 1.14252
H 0.34060 -1.49982 1.22606
H 1.47390 -1.04782 -0.15658
H 2.02108 0.60478 0.62616
H -2.79597 1.86826 -0.68480
H -3.60400 -0.61369 0.27805
H 1.48548 1.74686 -0.61215
H -0.01062 -1.91295 -0.51013
*
```

Output
HOMO (spin up / spin down)	-5.040 / -9.157	eV
energy above the lowest of the compared OMol25 structures with the same formula, charge and spin	35.4	kJ/mol
Kohn-Sham gap (spin up / spin down)	5.819 / 6.744	eV
LUMO level (spin up / spin down)	0.02861 / -0.08869	Ha

Want to see where the charge sits? The Mulliken charges in e are:
1. O -0.1001
2. O -0.5186
3. N 0.1170
4. C -0.9591
5. C -0.8615
6. B -0.2100
7. H 0.3042
8. H 0.2949
9. H 0.4079
10. H 0.3162
11. H 0.3123
12. H 0.3189
13. H 0.3040
14. H 0.2739

[4]
ORCA calculation (ωB97M-V/def2-TZVPD) on a 2-piece molecular cluster, C6H14FNO3S overall at a distorted geometry.

```
! wB97M-V def2-TZVPD RIJCOSX def2/J DEFGRID3
* xyz 0 1
S 2.33777 2.10834 0.13812
F 1.65985 3.31600 0.83535
O 3.67665 2.01255 0.60454
O 2.15516 2.10803 -1.26661
O -1.33081 -1.04258 -1.02844
N 0.08490 0.43548 0.52561
C 2.09565 -0.64297 0.82564
C 1.48912 0.73861 0.89127
C -2.60330 -0.93404 -1.50076
C -0.25520 -0.62651 1.52646
C 1.09881 -1.38384 1.76691
C -2.69938 0.05048 -2.67994
H -1.09381 -1.24168 1.22872
H -0.46743 -0.05639 2.43174
H 0.98669 -2.43845 1.55636
H 1.40606 -1.13534 2.77996
H 0.10963 -0.03507 -0.41510
H -3.36455 -0.58034 -0.76238
H -0.58331 1.19830 0.45778
H -3.73078 0.12363 -3.04891
H 1.43021 0.97761 1.95886
H -2.38544 1.05514 -2.37975
H 1.96032 -1.14355 -0.13639
H -2.07266 -0.27635 -3.51165
H 3.14851 -0.70638 1.07326
H -3.05264 -1.88068 -1.87066
*
```

Output
HOMO	-6.918	eV
energy above the lowest of the compared OMol25 structures with the same formula, charge and spin	193.6	kJ/mol
Kohn-Sham gap	6.759	eV
LUMO level	-0.00585	Ha

Want to see where the charge sits? The Mulliken charges in e are:
1. S 1.2368
2. F -0.1904
3. O -0.5739
4. O -0.5403
5. O -0.8137
6. N -0.1611
7. C -0.7496
8. C -0.1996
9. C -0.4174
10. C -0.4696
11. C -0.5872
12. C -1.0308
13. H 0.3160
14. H 0.4097
15. H 0.3727
16. H 0.2919
17. H 0.4232
18. H 0.2442
19. H 0.3402
20. H 0.3625
21. H 0.1994
22. H 0.2485
23. H 0.4114
24. H 0.2509
25. H 0.4012
26. H 0.2247

[5]
ORCA calculation (ωB97M-V/def2-TZVPD) on an isolated ion of composition C8H8N5O and charge +1 at a distorted geometry.

```
! wB97M-V def2-TZVPD RIJCOSX def2/J DEFGRID3
* xyz 1 1
O 2.62291 1.07755 0.10205
N 0.40838 0.41018 0.08650
N -0.46520 1.48613 0.12219
N -0.27708 -0.79311 0.12625
N -2.71350 -1.31446 0.05113
N -2.79649 1.52384 0.01803
C -1.66010 -0.55185 0.15100
C 1.79909 0.10215 0.09789
C -1.68089 0.85489 0.04426
C 0.58609 -1.80631 0.06852
C -3.91125 0.77210 0.12612
C 4.02908 0.71828 -0.17904
C -3.86823 -0.59937 0.01064
C 1.85589 -1.27185 0.10564
H -4.72097 -1.12660 -0.05820
H 4.19005 0.25216 -1.06621
H 2.76483 -1.94847 0.14928
H 4.66903 1.67953 -0.33770
H 4.24939 0.00970 0.69694
H -4.92564 1.18142 0.18665
H 0.11326 -2.81242 0.13064
H -0.26862 2.15650 -0.63257
*
```

Output
HOMO	-12.637	eV
energy above the lowest of the compared OMol25 structures with the same formula, charge and spin	25.3	kJ/mol
Kohn-Sham gap	8.504	eV
LUMO level	-0.15185	Ha

Want to see where the charge sits? The Mulliken charges in e are:
1. O -0.3964
2. N 0.4235
3. N -0.5962
4. N 0.0335
5. N -0.5898
6. N -0.5666
7. C 0.6048
8. C 1.0069
9. C 0.4068
10. C -0.1620
11. C -0.2708
12. C -0.7556
13. C -0.3331
14. C -0.7457
15. H 0.5159
16. H 0.3876
17. H 0.3242
18. H 0.2475
19. H 0.3063
20. H 0.3578
21. H 0.4564
22. H 0.3450